Model A:
ORCA calculation (wB97M-V/def2-TZVPD) on a structure of composition C14H34AgClN2O6.

```
! wB97M-V def2-TZVPD RIJCOSX def2/J DEFGRID3
* xyz 0 1
Ag 0.4016 -0.0971 1.6277
Cl 1.8282 1.9387 4.9444
C -4.0592 4.1242 -4.0352
O -2.7443 4.0548 -3.4427
C -2.2429 2.7032 -3.5123
C -0.9025 2.4474 -2.7600
O -1.0120 2.5492 -1.3042
C -1.2052 3.9343 -0.7959
H -4.3750 5.1664 -4.0822
H -4.8089 3.5611 -3.4794
H -4.0557 3.7272 -5.0503
H -2.1187 2.5079 -4.5775
H -3.0184 2.0159 -3.1741
H -0.0455 3.0614 -3.0372
H -0.5868 1.4152 -2.9116
H -0.4498 4.5517 -1.2820
H -0.9231 3.9714 0.2563
H -2.2120 4.3411 -0.8907
C -1.5771 -2.5372 -1.2820
O -0.2138 -2.4742 -0.8477
C 0.5537 -3.6846 -1.0820
C 1.8396 -3.6589 -0.3565
O 1.5726 -3.2402 0.9744
C 2.7422 -3.3312 1.7518
H -2.1382 -1.7826 -0.7308
H -2.0577 -3.4737 -0.9991
H -1.6659 -2.2922 -2.3404
H 0.7741 -3.9501 -2.1160
H -0.0909 -4.4672 -0.6818
H 2.5239 -2.9568 -0.8328
H 2.3626 -4.6139 -0.4054
H 3.5224 -2.7505 1.2595
H 3.0039 -4.3782 1.9049
H 2.7373 -2.8490 2.7293
C -5.2036 -2.8935 3.3021
C -3.6913 -3.1442 3.4170
O -2.9674 -2.2182 3.0271
N -3.2639 -4.2862 3.9141
C -1.8416 -4.6195 3.9639
H -5.6779 -3.6307 2.6544
H -5.3827 -1.9283 2.8283
H -5.7222 -2.9566 4.2588
H -3.9303 -5.0308 4.0608
H -1.6842 -5.2202 4.8597
H -1.1998 -3.7444 4.0656
H -1.5578 -5.1492 3.0545
C 5.4694 2.5507 -1.4916
C 4.5393 2.4699 -0.2228
O 3.9418 1.4043 -0.0158
N 4.4661 3.5340 0.6009
C 5.1998 4.7949 0.5533
H 5.3396 1.6801 -2.1345
H 6.4953 2.6956 -1.1532
H 5.2055 3.4353 -2.0712
H 3.9452 3.3376 1.4436
H 6.0086 4.7757 -0.1771
H 5.6636 5.0241 1.5127
H 4.4900 5.5859 0.3110
*
```

Calculated values
E_LUMO = -1.84 eV
E_HOMO = -0.253 Ha
Frontier orbital gap = 5.052 eV

***

Model B:
ORCA calculation (wB97M-V/def2-TZVPD) on a structure of composition C14H34AgClN2O6.

```
! wB97M-V def2-TZVPD RIJCOSX def2/J DEFGRID3
* xyz 0 1
Ag -2.0306 -1.0433 0.1129
Cl -3.7596 -2.6852 1.4682
C 3.5700 5.2267 0.3329
O 2.8433 4.1704 -0.1898
C 1.9659 4.5197 -1.3250
C 1.4037 3.2798 -2.0658
O 0.5202 2.3928 -1.3119
C 1.0470 1.1323 -0.9260
H 4.3202 4.9818 1.0847
H 2.9458 5.9536 0.8526
H 3.9776 5.8762 -0.4418
H 2.6147 5.0005 -2.0570
H 1.1600 5.1648 -0.9749
H 2.1214 2.6721 -2.6169
H 0.7488 3.6317 -2.8629
H 1.4428 0.5019 -1.7223
H 0.4679 0.5689 -0.1943
H 1.9804 1.3253 -0.3973
C -2.1979 0.5088 -2.6629
O -1.8525 0.7613 -1.2812
C -2.5035 1.8424 -0.6234
C -1.9398 2.0998 0.7433
O -2.1851 0.9697 1.6468
C -1.3511 1.0579 2.8079
H -3.2711 0.4491 -2.8440
H -1.6768 -0.3253 -3.1328
H -1.8506 1.4155 -3.1584
H -3.5732 1.6342 -0.6036
H -2.2986 2.6865 -1.2818
H -2.4214 2.9749 1.1796
H -0.9009 2.4135 0.6413
H -0.2637 1.0103 2.7492
H -1.7191 0.2416 3.4295
H -1.6315 1.9693 3.3358
C 0.9785 -2.9529 -2.2474
C -0.4025 -3.2402 -1.7690
O -1.2880 -2.3751 -1.7587
N -0.5739 -4.4702 -1.3087
C -1.8008 -4.9214 -0.6005
H 1.4684 -3.9047 -2.4530
H 1.5278 -2.4546 -1.4486
H 1.0940 -2.2795 -3.0967
H 0.2148 -5.0791 -1.4739
H -1.7187 -4.6030 0.4388
H -1.8549 -6.0083 -0.6636
H -2.7390 -4.4649 -0.9158
C 2.2233 -1.2464 1.8893
C 0.8410 -1.8966 1.8399
O 0.0304 -1.4926 1.0218
N 0.5814 -2.7164 2.8389
C -0.6062 -3.4785 3.1079
H 2.8899 -1.3489 2.7456
H 2.1231 -0.1810 1.6819
H 2.8215 -1.6206 1.0585
H 1.2626 -2.6659 3.5829
H -0.4470 -3.7244 4.1578
H -0.8162 -4.3815 2.5348
H -1.5122 -2.8728 3.1273
*
```

Calculated values
E_LUMO = 0.43 eV
E_HOMO = -0.271 Ha
Frontier orbital gap = 7.819 eV

***

Which of them is most stable? Easy: model B.